13
Properties=species:S:1:pos:R:3:forces:R:3:nbo_charge:R:1 method="wB97M-V/def2-TZVPD" mol_weight_g_mol=68.1 homo_lumo_gap_ev=7.422 smiles="C=C/C=C/C"
C 1.53526 1.07425 -0.29400 -1.946 1.549 -2.275 -0.67
C 0.27296 -1.02756 0.45924 -0.926 0.800 -1.683 -0.31
C -1.81599 0.52891 0.35504 -0.275 -0.637 -0.323 -0.50
C 0.92665 -0.26703 -0.49680 3.114 -1.434 0.895 0.01
C -1.12968 -0.61136 0.11906 -1.213 1.079 3.198 -0.20
H 1.10170 1.71909 0.45908 0.089 -0.151 0.407 0.23
H 2.62332 1.01786 -0.26580 -0.054 -0.560 0.661 0.25
H -1.61906 1.28463 1.10020 0.717 0.269 -0.366 0.20
H 0.49736 -2.06920 0.66036 -0.333 -0.301 -0.965 0.20
H -1.78217 -1.41842 -0.20073 0.607 -0.201 -0.993 0.21
H 1.42207 -0.69006 -1.39169 0.463 -0.697 0.808 0.17
H -2.74042 0.64248 -0.20373 -0.151 -0.038 0.386 0.19
H 1.42328 1.59193 -1.26717 -0.091 0.322 0.250 0.21

***

116
Properties=species:S:1:pos:R:3:forces:R:3:mulliken_charge:R:1 method="wB97M-V/def2-TZVPD" mol_weight_g_mol=1129.5 charge=+2 homo_lumo_gap_ev=6.806
Y 0.05966 0.50067 -0.73962 -0.049 0.925 0.344 0.52
Br -0.78516 -2.18234 0.47615 -0.011 -0.074 -0.100 -0.01
Se 6.04415 5.69442 -2.43629 -0.508 -0.729 0.038 0.31
As 1.35133 -1.58673 -2.31800 0.031 -0.117 -0.222 1.63
As -2.26457 -0.40804 -2.33572 0.016 -0.041 -0.110 1.32
As -2.05072 -5.62229 -4.05869 -0.006 -0.084 -0.015 0.31
O 0.01273 0.49874 1.33031 0.082 0.091 0.179 -0.05
O -1.07210 2.48155 -0.62236 0.102 -0.271 -0.062 -0.04
N 5.85643 4.36104 -1.24485 0.071 0.432 -0.121 -0.87
N -0.97656 4.46062 0.41471 -0.075 -0.053 -0.024 0.20
N 4.51818 5.25883 -3.27878 0.281 0.292 0.196 -0.87
N 1.07394 1.96226 -2.52843 -0.121 0.045 -0.057 1.00
N 2.46839 1.01699 -0.43448 -0.022 -0.025 0.192 1.07
C -0.98436 -2.62463 -3.96974 -0.018 -0.045 -0.010 2.19
C -0.64675 -2.47907 3.30775 0.043 0.135 0.144 -0.94
C 0.25523 -2.98452 -3.14318 0.219 -0.207 0.087 -1.26
C -1.43690 -5.74170 -2.19374 0.009 0.016 -0.001 -0.89
C 1.97532 4.07586 -4.10405 -0.111 -0.125 0.057 -0.88
C -0.63124 -1.53673 -4.98029 0.059 0.164 -0.205 -1.68
C 0.47833 4.44792 0.34038 0.016 -0.007 0.020 -0.82
C 0.77881 3.44769 -4.38247 0.034 -0.022 0.043 -1.22
C 3.13417 0.51716 0.60487 0.098 0.032 -0.029 -0.83
C -2.18829 -2.19714 -3.12238 -0.264 -0.105 -0.008 -1.44
C 2.54809 -2.73165 -1.30223 0.076 -0.058 -0.126 -1.37
C -1.58090 5.63639 1.03301 0.008 -0.025 -0.010 -1.16
C -3.15418 3.37359 0.12093 -0.085 0.007 0.066 -1.47
C -0.12201 -0.25119 2.43166 0.023 0.003 -0.347 -0.54
C -0.48859 -1.59021 2.27070 0.046 0.059 0.393 0.53
C -1.38508 -3.88134 -4.77653 -0.062 0.089 -0.035 -2.26
C 2.53814 -0.97861 -3.73497 0.040 -0.163 -0.022 -1.48
C -0.42759 -2.02127 4.60674 -0.037 -0.211 -0.065 -0.40
C -3.84630 -0.64351 -1.22910 -0.087 -0.023 -0.159 -1.45
C -0.33699 -2.32484 7.12470 -0.005 -0.022 -0.003 -2.12
C -3.91726 -5.15737 -3.66164 0.058 0.061 -0.006 -1.02
C 0.57602 1.98713 5.49071 0.010 -0.011 0.034 -2.50
C -0.73057 2.57216 3.47196 -0.021 0.033 0.001 -1.45
C 4.22514 2.62311 -0.74609 0.149 -0.171 -0.009 1.07
C 2.24516 2.56111 -2.26309 0.242 -0.038 0.211 -0.87
C -0.07304 -0.68915 4.77874 0.014 0.090 -0.060 -0.14
C 0.41376 1.69486 3.99796 -0.012 0.007 0.055 2.57
C 2.72792 3.63334 -3.01512 -0.004 -0.006 -0.113 0.90
C 3.01306 2.04268 -1.11428 -0.125 0.228 -0.150 -0.47
C -2.98932 0.69110 -3.77174 -0.179 -0.125 -0.021 -1.53
C -0.58570 -2.99650 5.77338 0.016 0.058 0.007 1.92
C 4.37623 1.00148 1.00768 -0.069 0.012 -0.074 -0.96
C -2.01011 -3.56219 5.77100 -0.076 -0.027 0.050 -1.57
C 3.99628 4.25076 -2.63615 -0.098 0.063 -0.226 0.86
C 4.92210 2.07364 0.33365 -0.111 -0.089 0.026 -0.91
C 0.36304 2.40583 -3.56023 -0.011 0.030 -0.060 -0.54
C 0.08233 0.22637 3.73621 -0.117 -0.249 -0.019 -0.82
C -1.66609 3.42994 -0.04332 0.081 -0.034 0.016 0.73
C 4.73278 3.75647 -1.51562 0.165 -0.108 0.155 0.69
C 0.42172 -4.14046 5.61061 0.062 -0.048 0.016 -1.59
C 1.72577 2.08265 3.30911 0.076 0.073 0.028 -1.22
H -4.39567 -4.79683 -4.57162 -0.023 0.009 -0.001 0.33
H -2.13960 -4.24868 6.60821 0.004 -0.017 0.018 0.45
H -1.69456 -4.88507 -1.57096 -0.016 0.045 0.005 0.08
H 4.88164 0.54991 1.84845 0.004 -0.006 0.021 0.59
H -1.14582 6.52953 0.58639 -0.014 0.006 0.026 0.41
H -2.65072 5.65396 0.86195 -0.004 0.036 0.033 0.45
H -3.48750 2.37533 -0.14617 -0.004 0.024 -0.019 -0.22
H -1.03976 -1.51330 7.31554 -0.047 0.028 -0.013 0.42
H -2.30040 0.71890 -4.61288 -0.013 0.036 0.002 0.40
H -0.89878 2.40402 2.40986 0.002 -0.016 -0.054 -0.06
H -2.33732 -2.89027 -2.29062 0.036 0.006 0.015 0.05
H 0.16399 3.75619 -5.21482 -0.021 0.005 -0.021 0.55
H 1.44547 -3.76327 5.61457 0.017 0.022 0.005 0.36
H 0.86272 5.12711 1.09765 0.020 0.012 -0.016 0.47
H 2.55059 1.46682 3.67149 0.013 -0.051 0.018 0.41
H 3.39065 -0.47211 -3.27999 -0.037 0.002 -0.005 0.43
H -3.16683 1.70291 -3.40632 0.021 -0.032 0.005 0.40
H -1.93814 -6.61644 -1.77985 -0.001 -0.021 0.004 0.45
H 0.27170 -4.69257 4.68259 -0.035 -0.002 -0.040 0.33
H 2.90063 -1.83070 -4.31301 -0.015 0.069 0.022 0.52
H -0.46513 -3.05957 7.91867 -0.005 -0.025 0.017 0.44
H -3.45491 3.58532 1.14646 0.035 -0.021 0.008 0.50
H 0.95283 -3.54430 -3.77788 -0.064 0.042 0.038 0.66
H 0.08642 -0.34357 5.78572 0.006 0.046 0.036 0.70
H 0.85164 3.44681 0.55191 0.022 0.036 -0.008 -0.13
H -0.00802 -3.65415 -2.32065 -0.006 0.057 -0.047 0.06
H -1.65601 2.35983 4.00804 -0.030 -0.032 0.018 0.41
H -2.74928 -2.76634 5.87129 -0.001 0.034 0.009 0.36
H -0.53908 -4.14943 -5.41442 0.008 -0.038 0.023 0.54
H 1.66163 1.97482 2.22947 -0.044 -0.012 -0.048 -0.29
H -1.37942 5.63579 2.10493 -0.029 0.029 -0.006 0.29
H -0.33371 1.77532 6.05188 -0.048 -0.002 0.001 0.48
H 2.33603 4.89784 -4.70569 0.044 0.040 -0.009 0.58
H -0.58732 1.91530 -3.73415 0.002 0.012 -0.014 0.24
H 0.81972 4.77659 -0.64368 0.026 -0.034 0.002 0.41
H -4.02837 -4.41775 -2.87016 0.004 0.018 0.013 0.19
H 2.01751 -0.28637 -4.39277 0.032 0.004 -0.012 0.32
H 2.00532 -3.17590 -0.46939 0.035 -0.007 -0.012 0.35
H 0.80844 3.04305 5.62977 -0.001 0.034 -0.019 0.43
H 3.38859 -2.15037 -0.92326 -0.035 -0.001 0.001 0.43
H -3.93566 0.26517 -4.11222 0.065 0.037 0.024 0.48
H -3.09646 -2.26707 -3.73312 0.083 0.008 0.029 0.85
H -1.47542 -1.32142 -5.63804 -0.019 -0.019 0.005 0.47
H 1.39054 1.41304 5.93304 0.038 -0.016 -0.004 0.49
H -3.64899 4.09963 -0.52455 0.007 0.011 -0.050 0.53
H -0.48974 3.62526 3.63207 0.023 0.063 0.002 0.45
H -3.58749 -1.19082 -0.32505 -0.027 0.007 -0.009 0.36
H -2.23567 -4.11548 4.85952 0.028 -0.016 -0.052 0.33
H 0.67660 -1.93116 7.20746 0.048 0.005 -0.019 0.42
H 1.97021 3.12107 3.54162 0.007 0.048 -0.011 0.55
H -4.42625 -6.07004 -3.35637 -0.003 -0.020 -0.003 0.42
H 5.87268 2.49853 0.62427 0.034 0.030 -0.005 0.58
H 0.32155 -4.84970 6.43246 -0.014 -0.012 0.031 0.46
H 2.92993 -3.51936 -1.95467 -0.015 0.028 0.076 0.48
H -0.36483 -5.92706 -2.14976 0.015 0.008 -0.001 0.32
H -0.33637 -0.59266 -4.50233 -0.007 -0.057 0.071 -0.12
H -2.18959 -3.60040 -5.46541 0.017 -0.008 -0.019 0.59
H 0.20218 -1.84965 -5.61232 -0.005 -0.022 0.001 0.44
H -4.26218 0.32714 -0.96334 0.014 -0.020 0.014 0.46
H 2.64525 -0.28337 1.14939 0.028 -0.001 0.004 0.43
H -0.93196 -3.50343 3.12111 -0.016 -0.056 -0.046 0.55
H -4.59132 -1.20146 -1.80006 0.016 0.033 0.080 0.52

***

10
Properties=species:S:1:pos:R:3:forces:R:3:lowdin_spin:R:1 method="wB97M-V/def2-TZVPD" s_squared=0.754 mol_weight_g_mol=275.1 multiplicity=2 charge=+1 homo_lumo_gap_ev="8.095 / 7.350"
Yb -0.47517 1.37143 0.71930 1.336 -0.209 0.710 0.02
O -0.92418 -0.72965 0.56839 -1.400 0.792 -0.733 0.07
O 2.63657 -1.58988 -0.48619 -1.880 0.397 0.729 0.00
O 1.64628 0.42655 0.06208 -0.718 -1.103 0.207 0.00
O -2.41044 1.34389 -0.21953 -3.991 -3.290 -1.789 0.22
C 1.98047 -0.69279 -0.16359 2.663 0.781 -0.946 0.00
C -2.99525 0.23132 -0.45194 3.571 4.147 1.476 0.57
C -2.16456 -0.98045 -0.02360 0.533 -1.992 0.402 0.11
H -2.06066 -1.59915 -0.94174 -0.211 0.250 0.253 0.00
H -2.83064 -1.56183 0.65046 0.097 0.225 -0.311 0.00

***

70
Properties=species:S:1:pos:R:3:forces:R:3:nbo_charge:R:1 method="wB97M-V/def2-TZVPD" mol_weight_g_mol=619.8 charge=+1 homo_lumo_gap_ev=5.126
Pb 0.80174 -0.24082 1.03599 0.034 0.328 -2.769 1.26
S 2.03458 0.46145 4.35866 -1.881 -0.161 -0.936 1.26
P -0.45200 -2.53515 -0.25466 -0.749 -0.644 -0.640 0.85
P 0.33277 2.37808 -0.47818 0.166 1.149 -0.257 0.87
O -2.66657 0.72477 0.68181 2.836 0.000 0.319 -0.48
O 1.11374 0.63361 3.11246 1.182 0.455 1.114 -1.09
N -0.66453 -0.03799 -1.85391 -0.243 0.332 0.341 -0.82
C -1.61040 -3.55417 0.77505 0.340 -0.048 -0.025 -0.53
C -0.75439 3.71248 0.32965 0.188 -0.379 0.073 -0.51
C 0.74769 0.89818 5.53278 0.015 -0.016 0.721 -0.79
C 2.02027 3.18641 -0.68554 -0.214 0.140 -0.023 -0.51
C 0.39018 -4.98229 -1.38592 0.224 -0.242 0.141 -0.62
C -0.75092 -1.21423 -2.67635 1.344 -1.320 0.651 -0.24
C -0.33593 2.38883 -2.19099 -0.342 -0.264 -0.081 -0.74
C 2.06402 -1.33141 4.57598 0.313 -0.225 0.851 -0.82
C 1.98599 -3.84505 0.30655 0.848 -0.190 -0.397 -0.60
C -1.53345 0.56733 0.80538 -3.353 -0.385 -0.470 0.46
C -1.41044 -2.33007 -1.84212 -0.211 0.386 0.275 -0.71
C -0.56270 5.18526 -0.08480 -0.192 -0.031 0.016 -0.61
C -2.62266 -2.64724 1.49819 -0.055 -0.290 0.087 -0.61
C 2.58897 3.59076 0.66625 0.375 0.122 0.081 -0.61
C -0.68195 3.55581 1.85484 -0.185 0.543 0.315 -0.61
C 2.10975 4.34810 -1.70746 0.636 -0.435 0.183 -0.62
C 0.93037 -3.65251 -0.79091 -0.387 0.173 -0.079 -0.55
C -0.86014 -4.42568 1.78541 -0.239 -0.344 -0.041 -0.61
C -1.01626 1.08851 -2.64830 -0.304 -0.057 -0.169 -0.21
H -0.16795 0.42079 5.15818 0.326 0.132 0.155 0.25
H 1.92053 -4.83021 0.77600 -0.050 0.223 0.051 0.22
H -3.32749 -3.25340 2.08907 0.231 0.132 -0.199 0.23
H 0.82334 -5.84119 -0.85320 -0.135 0.221 -0.092 0.22
H 0.30768 3.85238 2.23376 -0.298 -0.120 -0.080 0.21
H -0.79992 0.83035 -3.73302 -0.176 0.952 0.863 0.18
H -1.32330 5.79022 0.42756 0.119 -0.136 -0.061 0.22
H -1.60351 -4.91161 2.43088 0.238 0.053 -0.006 0.22
H 0.62394 1.99049 5.56481 0.197 -0.381 -0.319 0.27
H -0.71335 5.33999 -1.16106 0.076 -0.110 0.259 0.22
H -1.76674 3.42626 -0.01327 0.321 -0.042 0.164 0.23
H -0.15361 -3.88340 2.42866 -0.136 0.019 -0.169 0.19
H -2.10992 1.34316 -2.57633 0.271 -0.408 -0.361 0.14
H -1.28142 -1.22983 -3.66508 0.247 0.690 0.748 0.19
H 3.64425 3.82930 0.46372 -0.256 0.164 0.447 0.22
H 1.99354 -3.08312 1.09573 -0.204 -0.065 -0.072 0.18
H -2.38812 -1.89008 -1.52710 0.494 -0.528 -0.251 0.24
H -0.70164 -5.07238 -1.31433 0.312 0.020 -0.013 0.21
H 1.42875 -3.05760 -1.57801 -0.406 -0.228 0.108 0.25
H 2.16846 3.88355 -2.69243 -0.002 0.423 -0.127 0.22
H -1.58008 -3.27770 -2.41395 0.255 0.567 0.702 0.23
H 0.41304 5.60005 0.19527 -0.218 -0.203 -0.036 0.21
H 2.07384 4.48022 1.04269 0.267 -0.184 0.194 0.21
H 1.07186 -1.74902 4.37066 0.142 0.237 0.044 0.25
H 0.98762 0.56835 6.54078 0.043 -0.110 0.082 0.24
H 0.54111 2.61955 -2.77875 -0.052 0.113 -0.471 0.24
H 2.53577 0.63714 -2.60791 0.523 0.418 -1.962 -0.02
H 2.75869 2.46304 -1.06045 -0.643 -0.377 -0.074 0.23
H -2.06650 -4.25768 0.06712 -0.424 0.294 0.195 0.23
H 2.33721 -1.51145 5.63114 -0.152 -0.016 -0.380 0.26
H 1.32613 5.10152 -1.69751 -0.005 -0.276 0.085 0.22
H -3.22064 -1.98719 0.86404 0.195 -0.172 -0.142 0.23
H -2.07523 -2.01335 2.20808 -0.083 -0.023 -0.012 0.19
H 2.77119 0.80909 -3.36881 -0.571 -0.449 1.938 0.02
H -0.88391 2.53877 2.21051 0.090 0.129 -0.145 0.20
H 3.06597 4.86214 -1.50628 -0.298 -0.111 -0.281 0.22
H -1.13384 3.13893 -2.31192 0.830 0.387 0.185 0.24
H 0.33948 -1.44098 -2.87477 -0.915 -0.682 -0.540 0.16
H 2.83030 -1.83022 3.96327 -0.251 0.528 -0.002 0.26
H 2.97419 -3.77809 -0.18081 -0.219 -0.193 0.371 0.23
H 2.57247 2.78041 1.41968 -0.161 0.352 -0.267 0.20
H 0.64718 -5.12221 -2.43700 0.019 0.194 0.044 0.23
H -1.42834 4.21423 2.33443 0.281 -0.203 -0.139 0.22
H -0.32557 -5.21945 1.25104 0.033 0.169 0.283 0.22

***

Q: Which electronic energy values were calculated for the entries above? A: -5310.009; -374009.970; -42855.032; -60651.871, in eV.